C19H32AuN4O8PS | ωB97M-V/def2-TZVPD

The geometry in XYZ format:
```
66
Properties=species:S:1:pos:R:3:forces:R:3:nbo_charge:R:1
Au 0.564 2.022 -1.500 -0.1 2.9 0.2 0.367
C 1.456 -0.197 5.367 0.2 -0.4 0.6 -0.416
N 1.102 -0.801 4.113 0.1 -0.4 -2.8 -0.446
C 0.388 -2.106 3.908 1.1 0.8 1.1 -0.413
C 1.663 -0.200 2.995 -2.1 -0.4 0.1 0.546
O 1.313 -0.310 1.817 0.7 -0.4 1.4 -0.637
H 2.477 -0.419 5.599 0.8 -0.1 0.4 0.198
H 0.869 -0.579 6.187 -0.4 -0.3 0.1 0.218
H 1.353 0.886 5.391 -0.2 0.1 -0.3 0.203
H 1.105 -2.965 3.804 -0.6 0.9 0.1 0.217
H -0.189 -1.990 3.000 -0.3 -0.2 0.0 0.227
H -0.214 -2.236 4.815 -0.2 -0.3 -0.5 0.204
H 2.382 0.518 3.342 0.8 0.8 -0.2 0.104
O 3.944 -5.643 -0.289 0.0 -0.3 -1.1 -1.001
S 3.257 -6.676 -1.072 -1.0 1.1 0.5 2.353
O 3.138 -7.895 -0.259 -0.1 0.7 -1.9 -0.957
O 3.457 -6.682 -2.541 1.3 -1.0 1.3 -0.977
C 1.593 -5.956 -1.399 -0.2 -1.9 1.8 0.183
N 0.527 -6.774 -1.373 0.3 1.1 -0.2 -0.405
C -0.632 -6.139 -1.509 -1.5 -3.2 0.2 0.057
C -0.832 -4.797 -1.666 0.4 2.2 0.0 -0.308
C 0.365 -4.044 -1.705 -0.7 -3.0 -0.7 0.170
N 1.526 -4.671 -1.582 0.5 1.6 -0.1 -0.451
C 0.474 -2.630 -1.910 -1.8 1.7 0.1 0.034
C -0.611 -1.808 -2.373 0.6 0.9 0.5 -0.229
C -0.478 -0.403 -2.200 -0.1 -1.7 -0.4 0.036
N 0.627 0.085 -1.601 0.8 -1.9 -0.4 -0.584
C 1.712 -0.690 -1.280 -1.9 0.2 0.2 0.083
C 1.626 -2.059 -1.402 0.6 1.7 -0.1 -0.188
H -1.458 -6.914 -1.457 0.4 1.5 -0.2 0.199
H -1.804 -4.274 -1.697 0.5 -0.7 0.0 0.213
H -1.552 -2.220 -2.785 0.9 0.2 0.3 0.241
H -1.224 0.375 -2.538 0.7 -1.4 0.5 0.220
H 2.513 -0.193 -0.744 0.0 -0.1 -0.3 0.232
H 2.464 -2.612 -1.040 0.1 -0.7 0.0 0.289
C -1.205 2.034 3.070 -0.4 -1.8 0.1 -0.630
C -2.140 1.003 2.410 0.6 -0.8 -0.7 -0.061
O -2.372 1.282 1.005 -0.2 0.8 0.9 -0.566
C -3.156 0.244 0.438 -0.3 1.1 0.1 -0.069
C -3.947 0.816 -0.746 -0.4 0.8 -0.2 -0.631
H -0.655 1.540 3.908 -0.1 0.3 -0.9 0.216
H -1.769 2.801 3.531 -0.6 1.1 0.2 0.207
H -0.580 2.411 2.282 0.7 0.3 0.0 0.219
H -3.111 0.929 2.949 0.5 -0.1 -0.3 0.169
H -1.633 0.011 2.329 -0.3 0.4 0.9 0.173
H -3.805 -0.150 1.221 -0.6 0.1 -0.1 0.173
H -2.514 -0.594 0.211 0.4 -0.3 -0.7 0.171
H -4.850 1.437 -0.467 1.3 -0.3 0.2 0.219
H -4.420 0.013 -1.279 0.0 -0.6 -0.5 0.214
H -3.334 1.424 -1.480 -0.5 -0.8 1.0 0.202
C 2.998 5.176 -1.661 -0.1 -1.8 1.0 -0.244
O 1.665 5.099 -1.142 -1.3 -0.2 -0.2 -0.824
P 0.491 4.252 -1.856 1.8 0.8 0.7 1.847
O -0.772 5.149 -1.591 -0.5 -0.1 0.6 -0.817
C -1.571 4.962 -0.399 -1.6 -0.5 0.4 -0.276
O 0.822 4.546 -3.372 -0.8 0.0 -0.8 -0.827
C -0.201 4.164 -4.351 1.5 0.1 -0.8 -0.269
H 3.536 5.819 -0.981 0.2 0.3 -0.2 0.208
H 2.978 5.474 -2.681 0.2 0.5 -0.7 0.199
H 3.396 4.147 -1.582 0.3 0.5 -0.2 0.181
H -1.905 5.953 -0.007 1.0 -0.7 -0.1 0.216
H -1.094 4.271 0.352 -0.3 1.0 -0.7 0.207
H -2.546 4.492 -0.688 0.9 0.1 0.0 0.199
H -0.209 3.066 -4.442 -0.3 0.4 0.1 0.197
H 0.131 4.596 -5.318 -0.2 -0.3 0.7 0.216
H -1.130 4.625 -4.079 -0.6 -0.1 0.1 0.201
```
Positions in Å, forces in eV/Å.

## Properties
orbital gap: 0.2311 Ha
ΔE to the lowest compared entry with this formula, charge and spin: 0.5619 eV



C25H18N5O2Re | ωB97M-V/def2-TZVPD

The geometry in XYZ format:
```
51
Properties=species:S:1:pos:R:3:forces:R:3:lowdin_spin:R:1
Re 0.024 0.683 -0.261 0.0 0.0 0.0 2.557
O -2.666 -5.378 3.359 0.0 0.0 0.0 0.000
N -2.217 -5.103 2.280 0.0 -0.1 0.0 0.000
O -2.109 -5.833 1.318 0.0 0.0 0.0 0.000
C -1.687 -3.724 2.112 0.0 0.1 0.0 -0.001
C -1.272 -3.092 3.228 0.0 0.0 0.0 -0.001
C -0.687 -1.785 3.146 0.0 0.0 0.0 0.002
C -0.238 -1.051 4.264 0.0 0.0 0.0 0.036
C 0.298 0.205 4.082 0.0 0.0 0.0 -0.002
C 0.393 0.730 2.797 0.0 0.0 0.1 0.033
N -0.017 0.047 1.722 0.0 0.1 -0.1 0.028
C -0.558 -1.198 1.894 0.0 0.0 0.0 0.017
C -1.022 -1.866 0.727 0.0 0.0 0.0 0.016
N -0.891 -1.176 -0.449 0.1 0.1 0.0 0.023
C -1.362 -1.714 -1.577 0.0 0.0 0.0 0.033
C -1.976 -2.960 -1.584 0.0 0.0 0.0 -0.001
C -2.104 -3.673 -0.412 0.0 0.0 0.0 0.037
C -1.607 -3.130 0.798 0.0 0.0 0.0 0.003
H -1.384 -3.582 4.187 0.0 0.0 0.0 0.000
H -0.323 -1.474 5.258 0.0 0.0 0.0 0.001
H 0.642 0.797 4.919 0.0 0.0 0.0 -0.001
H 0.800 1.721 2.630 0.0 0.0 0.0 0.003
H -1.258 -1.135 -2.487 0.0 0.0 0.0 0.003
H -2.356 -3.357 -2.516 0.0 0.0 0.0 -0.001
H -2.584 -4.641 -0.412 0.0 0.0 0.0 0.001
C -1.708 1.904 -0.645 0.0 -0.1 0.0 0.030
C -0.556 2.532 -1.264 0.0 0.0 0.0 0.004
C 0.398 3.150 -0.402 0.0 0.0 0.0 0.023
C 1.683 3.475 -0.878 0.0 0.0 0.0 -0.016
C 2.096 3.080 -2.145 0.0 0.0 0.0 0.020
C 1.248 2.306 -2.919 0.0 0.0 0.0 -0.007
C -0.039 1.957 -2.457 0.0 0.0 0.0 0.018
H -2.457 1.470 -1.301 0.0 0.0 0.0 0.009
H -2.123 2.387 0.236 0.0 0.0 0.0 0.015
H 0.058 3.565 0.543 0.0 0.0 0.0 0.007
H 2.344 4.060 -0.249 0.0 0.0 0.0 -0.001
H 3.070 3.369 -2.519 0.0 0.0 0.0 0.001
H 1.562 1.970 -3.900 0.0 0.0 0.0 0.000
H -0.716 1.426 -3.119 0.0 0.0 0.0 0.006
N 6.138 1.095 1.747 0.0 0.0 0.1 -0.002
C 5.374 0.640 1.021 0.1 0.0 -0.1 0.000
C 4.411 0.108 0.099 0.0 0.0 0.0 0.002
C 4.762 -0.759 -0.934 0.0 0.0 0.0 0.015
C 3.764 -1.221 -1.780 0.0 0.0 0.0 -0.001
C 2.463 -0.810 -1.575 0.0 0.0 0.0 0.017
N 2.118 0.030 -0.576 0.0 0.0 0.0 0.044
C 3.085 0.478 0.244 0.0 0.0 0.0 0.022
H 5.794 -1.062 -1.065 0.0 0.0 0.0 0.001
H 3.992 -1.896 -2.593 0.0 0.0 0.0 0.000
H 1.666 -1.157 -2.220 0.0 0.0 0.0 0.003
H 2.798 1.150 1.042 0.0 0.0 0.0 0.004
```
Positions in Å, forces in eV/Å.

## Properties
orbital gap (spin up / spin down): 0.2622 / 0.2342 Ha
⟨S²⟩: 3.785
spin multiplicity: 4
total charge: +3



C37H45FN6O5SSeTl | ωB97M-V/def2-TZVPD

The geometry in XYZ format:
```
97
Properties=species:S:1:pos:R:3:forces:R:3:lowdin_charge:R:1
Tl -0.349 -0.544 0.977 -0.3 -0.2 0.1 0.945
F 5.972 -3.274 -0.210 0.1 0.2 0.0 0.055
C 5.757 -1.939 -0.362 -0.3 0.1 0.0 -0.180
C 4.466 -1.486 -0.378 0.2 0.0 0.0 0.097
C 4.185 -0.123 -0.455 0.2 0.0 0.0 -0.031
C 2.781 0.316 -0.366 0.2 0.4 0.0 -0.292
O 1.876 -0.523 -0.309 0.0 -0.2 0.0 -0.066
C 2.613 1.744 -0.361 -0.8 0.0 0.1 -0.007
C 3.686 2.557 -0.499 -0.1 -0.1 0.0 0.048
N 4.976 2.134 -0.598 -0.3 0.3 -0.2 -0.001
C 6.039 3.090 -0.714 0.3 0.2 0.1 -0.268
C 6.786 3.183 -2.014 0.1 0.0 0.0 -0.094
C 5.870 4.290 -1.596 0.0 0.0 0.1 -0.073
C 5.251 0.793 -0.541 -0.1 -0.7 0.1 -0.117
C 6.565 0.298 -0.551 0.0 0.0 0.0 0.068
C 6.842 -1.057 -0.461 -0.4 0.1 0.0 -0.148
N 8.185 -1.492 -0.511 0.1 -0.2 0.0 -0.100
C 9.112 -1.034 0.496 0.0 0.1 -0.2 -0.133
C 10.508 -0.988 -0.121 -0.4 0.8 0.5 -0.092
N 10.866 -2.362 -0.562 0.4 -0.2 0.1 0.055
C 9.878 -2.868 -1.553 -0.8 -0.4 -0.4 -0.088
C 8.481 -2.842 -0.930 0.2 0.0 -0.2 -0.146
C 1.223 2.425 -0.206 1.0 -0.2 -0.3 -0.639
O 1.100 3.520 -0.731 0.0 0.5 -0.2 0.038
O 0.387 1.805 0.496 -0.6 -0.6 0.3 -0.155
H 3.643 -2.175 -0.285 0.0 -0.1 0.0 0.118
H 3.519 3.624 -0.537 0.0 0.0 0.0 0.145
H 6.594 3.213 0.212 0.0 0.1 -0.1 0.155
H 6.453 2.549 -2.822 -0.1 -0.1 0.0 0.114
H 7.852 3.343 -1.984 0.1 0.1 0.0 0.101
H 4.943 4.407 -2.137 -0.1 -0.1 0.0 0.113
H 6.301 5.220 -1.257 0.0 0.0 0.1 0.111
H 7.388 0.987 -0.632 0.1 0.1 -0.1 0.110
H 9.120 -1.701 1.375 0.0 0.1 0.0 0.143
H 8.822 -0.040 0.832 0.1 0.0 0.0 0.135
H 11.246 -0.623 0.593 0.1 -0.2 0.0 0.141
H 10.501 -0.337 -0.996 0.1 -0.1 0.0 0.145
H 10.849 -2.981 0.260 0.2 0.1 -0.2 0.190
H 11.812 -2.382 -0.958 -0.2 -0.1 0.2 0.192
H 10.144 -3.884 -1.846 0.1 0.1 0.1 0.142
H 9.911 -2.222 -2.431 0.1 0.0 0.1 0.146
H 8.432 -3.570 -0.102 0.0 0.1 -0.1 0.139
H 7.768 -3.149 -1.695 0.1 -0.1 0.1 0.146
C -7.113 -3.772 0.326 0.0 0.0 0.0 -0.050
C -5.696 -3.407 0.010 0.1 0.1 0.0 -0.271
C -5.333 -2.895 -1.225 -0.1 -0.1 0.1 -0.015
C -4.018 -2.585 -1.531 0.2 0.1 0.1 -0.313
C -3.680 -2.073 -2.896 0.0 0.0 0.0 -0.098
C -3.027 -2.789 -0.562 0.4 0.1 0.0 -0.513
Se -1.189 -2.437 -1.053 0.4 0.7 0.8 0.736
C -3.368 -3.304 0.692 -0.1 0.0 0.0 -0.303
C -2.380 -3.633 1.768 0.1 0.1 0.0 -0.064
C -4.699 -3.594 0.954 -0.1 0.0 -0.1 -0.023
H -7.784 -3.461 -0.470 -0.1 0.0 0.0 0.074
H -7.420 -3.301 1.258 -0.1 0.0 0.0 0.081
H -7.205 -4.850 0.448 -0.1 -0.1 0.0 0.083
H -6.090 -2.746 -1.982 -0.1 0.0 -0.1 0.113
H -4.583 -1.831 -3.452 -0.1 0.0 0.0 0.075
H -3.125 -2.830 -3.455 0.1 0.1 -0.1 0.078
H -3.050 -1.187 -2.823 0.0 0.0 -0.1 0.048
H -1.472 -3.038 1.713 0.1 -0.1 0.0 -0.001
H -2.102 -4.683 1.670 0.2 -0.1 0.1 0.082
H -2.828 -3.493 2.750 0.0 0.0 0.1 0.087
H -4.959 -4.012 1.918 0.0 0.0 0.2 0.121
C 1.291 1.198 3.248 0.4 0.6 -0.1 -0.054
C 0.214 0.224 3.421 -1.3 -1.0 0.1 -0.331
O -0.387 -0.177 4.350 0.6 0.3 -1.2 0.128
H 1.496 1.742 4.173 0.0 -0.2 0.1 0.103
H 0.988 1.875 2.442 0.1 -0.1 0.1 0.067
H 2.175 0.670 2.892 0.0 -0.1 0.0 0.098
C 1.393 -5.167 -0.756 -0.2 0.0 -0.3 -0.062
N 1.214 -4.685 0.591 0.1 -0.3 0.2 -0.184
C 0.705 -5.623 1.563 0.0 0.0 0.2 -0.037
C 1.327 -3.386 0.862 0.1 0.2 -0.3 -0.446
O 1.081 -2.839 1.928 0.0 0.1 0.3 -0.075
H 1.746 -6.197 -0.732 0.1 0.0 0.0 0.090
H 2.118 -4.545 -1.279 0.0 0.0 -0.1 0.088
H 0.448 -5.134 -1.305 0.0 0.0 0.0 0.069
H 1.449 -6.401 1.749 0.0 0.0 0.0 0.092
H -0.209 -6.095 1.194 0.0 0.0 0.0 0.091
H 0.494 -5.091 2.488 0.0 0.0 -0.1 0.091
H 1.691 -2.811 0.000 0.0 0.0 0.0 0.083
N -5.244 4.737 -1.203 0.3 -0.2 -0.2 0.088
C -5.163 4.034 -0.063 -0.8 0.8 0.2 -0.824
S -6.124 4.426 1.215 -0.1 0.1 0.1 0.690
C -4.216 2.915 0.000 0.7 -0.7 0.0 -0.225
C -4.392 1.918 0.961 0.0 0.1 -0.2 -0.022
C -3.518 0.849 0.984 -0.2 0.1 0.0 -0.111
N -2.509 0.724 0.129 0.3 -0.1 0.2 -0.012
C -2.318 1.678 -0.770 0.1 0.1 -0.2 -0.123
C -3.133 2.791 -0.872 -0.3 0.0 0.2 0.018
H -5.929 5.472 -1.257 0.1 0.0 0.0 0.097
H -4.696 4.514 -2.015 -0.1 0.0 0.0 0.097
H -5.202 1.997 1.671 0.0 0.0 0.0 0.080
H -3.626 0.049 1.706 -0.1 0.0 0.1 0.118
H -1.472 1.549 -1.430 0.1 0.1 0.0 0.118
H -2.894 3.556 -1.593 0.1 0.0 -0.1 0.113
```
Positions in Å, forces in eV/Å.

## Properties
orbital gap: 0.1892 Ha
total charge: +1



C11H11NO2 | ωB97M-V/def2-TZVPD

The geometry in XYZ format:
```
25
Properties=species:S:1:pos:R:3:forces:R:3:nbo_charge:R:1
N 2.082 2.630 -2.764 -1.4 -1.3 0.8 -0.298
C 1.273 1.920 -2.315 1.3 1.1 -0.7 0.263
C 0.211 1.080 -1.800 -0.1 0.6 0.2 -0.146
C 0.142 -0.182 -2.211 -0.1 -0.4 0.1 -0.123
C -0.858 -1.224 -1.757 -0.5 0.2 -1.0 -0.107
O -0.222 -2.059 -0.817 0.2 -0.6 0.3 -0.511
C -0.012 -1.468 0.409 0.0 0.1 0.3 0.282
C 1.279 -1.134 0.796 0.1 -0.4 -1.0 -0.259
C 1.472 -0.537 2.029 1.0 0.2 0.3 -0.217
C 0.390 -0.247 2.827 -1.0 0.8 1.4 -0.233
C -0.916 -0.561 2.444 0.7 -0.3 -0.4 -0.199
C -1.100 -1.216 1.237 -0.2 0.2 -0.2 -0.271
C -0.686 1.804 -0.810 -0.3 0.1 0.2 -0.092
O 0.068 2.225 0.330 -0.5 -0.2 -0.8 -0.696
H 0.967 -0.550 -2.810 -0.2 -0.1 -0.2 0.221
H -1.793 -0.796 -1.365 0.4 0.1 0.1 0.180
H -1.181 -1.880 -2.599 0.5 0.5 0.5 0.212
H 2.080 -1.354 0.070 -0.3 0.2 0.7 0.237
H 2.482 -0.275 2.375 -0.5 -0.1 -0.3 0.230
H 0.472 0.297 3.792 0.4 -0.5 -0.8 0.224
H -1.748 -0.294 3.076 -0.1 -0.1 0.0 0.224
H -2.079 -1.498 0.873 -0.1 0.0 0.1 0.223
H -1.051 2.722 -1.274 -0.1 -0.1 0.0 0.202
H -1.565 1.188 -0.507 0.6 0.3 -0.3 0.179
H 0.294 1.408 0.772 0.3 -0.3 0.6 0.475
```
Positions in Å, forces in eV/Å.

## Properties
orbital gap: 0.3688 Ha
ΔE to the lowest compared entry with this formula, charge and spin: 2.8864 eV
SMILES: N#C/C(=C/COc1ccccc1)CO